Record 1
C24H25FN4O4S | wB97M-V/def2-TZVPD

Its spin multiplicity is 1. The calculation puts the total energy at -1947.5941 Ha. As for the orbital gap: 8.3 eV. The SMILES is O=C(Cn1nc(-c2ccccc2F)ccc1=O)Nc1ccc(S(=O)(=O)N2CCCCCC2)cc1. As for the energy above the lowest of the compared OMol25 structures with the same formula, charge and spin: 0.3226 eV. The total charge is 0. For the LUMO energy, the calculation gives -0.4477 eV.

The geometry in XYZ format:
```
59
Properties=species:S:1:pos:R:3:forces:R:3
O 0.397 1.371 4.607 -0.302 0.039 0.143
C 1.408 1.106 4.005 0.612 -0.222 0.128
N 1.658 1.379 2.698 0.202 0.352 -0.373
C 0.770 1.792 1.707 -0.172 0.156 -0.205
C -0.545 2.172 1.972 -0.122 0.008 0.106
C -1.385 2.495 0.922 0.050 0.008 -0.014
C -0.916 2.453 -0.376 -0.296 0.073 -0.593
C 0.397 2.117 -0.648 0.066 0.021 -0.072
C 1.243 1.792 0.393 -0.101 0.080 0.118
H 2.267 1.511 0.193 0.107 -0.031 -0.030
H 0.729 2.110 -1.674 0.118 -0.035 -0.098
S -2.052 2.723 -1.729 0.075 -0.308 0.511
O -2.879 3.864 -1.466 -0.184 -0.020 0.176
O -1.292 2.715 -2.951 0.092 -0.229 0.184
N -3.011 1.377 -1.554 0.554 0.849 -0.049
C -4.432 1.502 -1.771 -0.592 0.502 -0.272
H -4.926 0.698 -1.213 0.101 0.053 0.005
C -4.858 1.466 -3.239 -0.002 -0.270 0.253
H -5.950 1.483 -3.272 -0.025 0.086 -0.001
C -4.340 0.246 -4.001 0.049 0.270 -0.139
H -4.582 -0.669 -3.455 -0.103 -0.127 -0.015
C -2.836 0.324 -4.273 0.017 -0.200 0.025
C -1.941 -0.246 -3.170 -0.089 0.095 -0.004
H -1.890 -1.335 -3.254 0.052 -0.020 0.016
C -2.401 0.086 -1.741 0.528 -0.422 -0.149
H -3.129 -0.658 -1.405 0.041 0.122 0.053
H -1.542 0.033 -1.063 -0.069 -0.214 0.008
H -0.939 0.155 -3.326 0.082 -0.109 0.015
H -2.605 -0.213 -5.197 0.029 0.066 -0.013
H -2.562 1.369 -4.425 -0.011 -0.048 -0.123
H -4.863 0.202 -4.959 -0.026 -0.085 0.048
H -4.492 2.371 -3.728 -0.062 0.062 -0.057
H -4.720 2.461 -1.336 -0.208 -0.161 0.035
H -2.412 2.775 1.096 -0.144 0.011 0.137
H -0.900 2.185 2.989 -0.018 0.021 0.013
H 2.523 0.996 2.334 -0.289 0.026 0.177
C 2.615 0.436 4.685 -0.228 0.364 0.375
N 2.870 -0.896 4.165 0.040 -0.513 0.365
N 2.829 -1.032 2.856 0.281 -0.322 -0.856
C 3.012 -2.192 2.298 -0.053 0.304 0.368
C 3.298 -3.346 3.084 -0.026 0.130 0.550
C 3.352 -3.212 4.428 0.020 -0.173 -0.301
C 3.132 -1.931 5.070 0.034 0.087 -0.116
O 3.172 -1.715 6.264 0.041 -0.109 0.271
H 3.556 -4.043 5.085 0.004 -0.046 0.053
H 3.447 -4.299 2.599 0.013 -0.096 -0.009
C 2.888 -2.257 0.834 -0.164 0.150 -0.211
C 1.797 -1.679 0.187 0.041 -0.103 0.018
C 1.654 -1.712 -1.187 -0.040 0.075 0.136
C 2.624 -2.343 -1.946 0.010 -0.002 0.076
C 3.710 -2.943 -1.328 0.100 -0.086 -0.079
C 3.839 -2.903 0.049 -0.164 0.104 -0.011
H 4.693 -3.359 0.527 0.096 -0.049 0.055
H 4.461 -3.442 -1.920 0.070 -0.033 -0.057
H 2.527 -2.372 -3.020 -0.018 -0.001 -0.104
H 0.790 -1.251 -1.639 -0.119 0.060 -0.041
F 0.823 -1.104 0.921 0.110 -0.171 -0.154
H 2.415 0.324 5.754 0.023 0.111 -0.318
H 3.502 1.065 4.547 -0.028 -0.081 0.044
```
Positions in Å, forces in eV/Å.



Record 2
C3H5ClN2S | wB97M-V/def2-TZVPD

Its spin multiplicity is 1. The calculation puts the total energy at -1085.1420 Ha. As for the orbital gap: 8.9 eV. The SMILES is NN(C=S)/C=C/Cl. As for the energy above the lowest of the compared OMol25 structures with the same formula, charge and spin: 1.0105 eV. The total charge is 0. For the LUMO energy, the calculation gives 0.1554 eV.

The geometry in XYZ format:
```
12
Properties=species:S:1:pos:R:3:forces:R:3
C -0.318 0.934 1.067 -0.356 0.185 0.256
C 0.360 -0.208 -0.975 -0.727 0.114 -0.098
C -0.554 0.270 -1.835 0.224 -0.262 1.082
H -0.027 -1.772 1.418 0.933 0.303 0.422
H 1.305 -0.786 1.993 -1.463 -1.173 -1.586
H -0.618 1.759 0.397 0.319 -0.530 0.186
H 1.215 -0.784 -1.292 0.172 0.129 -0.064
H -1.506 0.687 -1.498 0.407 -0.021 -0.269
N 0.799 -1.215 1.134 0.180 0.985 1.260
N 0.240 -0.117 0.441 0.232 0.250 -0.990
S -0.580 1.035 2.684 0.105 0.025 -0.199
Cl -0.316 0.199 -3.535 -0.026 -0.004 0.000
```
Positions in Å, forces in eV/Å.



Record 3
C5H10N4 | wB97M-V/def2-TZVPD

Its spin multiplicity is 1. The calculation puts the total energy at -415.4106 Ha. As for the orbital gap: 7.1 eV. The SMILES is CNc1ncn(C)c1N. As for the energy above the lowest of the compared OMol25 structures with the same formula, charge and spin: 3.9801 eV. The total charge is 0. For the LUMO energy, the calculation gives 0.7599 eV.

The geometry in XYZ format:
```
19
Properties=species:S:1:pos:R:3:forces:R:3
C 0.566 -1.572 0.823 0.656 0.700 -0.489
C -0.911 0.005 0.671 3.118 1.900 -1.959
C 0.651 0.586 -0.185 -3.771 -5.423 4.047
C 2.763 -0.796 -0.099 2.045 0.284 1.255
C -3.085 0.128 -0.590 -0.561 -2.666 0.398
N -0.690 -1.237 1.005 1.038 -0.955 0.079
N 1.352 -0.597 0.220 0.219 2.940 -1.211
N 1.010 1.856 -0.385 0.097 -0.439 -0.515
N -2.122 0.513 0.428 -1.521 2.243 0.127
H 1.106 -2.426 1.207 -0.425 -0.145 -0.142
H 3.540 -0.280 0.587 -1.650 0.130 -0.805
H 3.132 -1.815 0.126 -0.926 0.056 -0.695
H 3.008 -0.488 -1.131 -0.299 -0.371 0.467
H -2.672 -0.714 -1.297 -0.775 1.642 1.538
H -4.024 -0.227 -0.043 1.045 -0.091 -0.959
H -3.433 0.954 -1.173 0.189 0.690 -0.596
H 0.301 2.424 -0.788 -0.281 0.348 -0.298
H 1.889 2.276 -0.261 1.164 0.256 0.334
H -2.381 1.410 0.885 0.640 -1.099 -0.576
```
Positions in Å, forces in eV/Å.



Record 4
C38H59ClO15P2 | wB97M-V/def2-TZVPD

Its spin multiplicity is 1. The calculation puts the total energy at -3754.5253 Ha. As for the orbital gap: 7.5 eV. The SMILES is CCCCCCCCCC1=C(C[C@@H](C)Cl)C(=O)C(PP(=O)(O)O)=CC1=O.O=C1CCCO1.O=C1CCCO1.O=C1CCCO1.O=C1CCCO1.O=C1CCCO1. The total charge is 0. For the LUMO energy, the calculation gives -1.8992 eV.

The geometry in XYZ format:
```
115
Properties=species:S:1:pos:R:3:forces:R:3
C 4.643 -1.915 -0.359 -0.132 0.724 0.196
C 4.314 -0.298 -0.410 -0.326 -0.265 0.236
C 2.850 0.043 -1.141 1.495 0.273 1.018
C 2.767 1.689 -1.209 -0.023 0.124 -1.263
C 1.285 2.284 -1.578 0.533 0.439 0.481
C 0.185 2.177 -0.339 0.326 -1.238 -0.743
C -1.288 1.985 -1.038 0.559 0.678 -0.692
C -2.479 2.923 -0.421 0.767 0.328 0.071
C -3.383 2.235 0.757 -0.897 0.487 0.191
C -3.808 0.676 0.501 -1.639 -1.486 -2.096
C -4.715 0.190 -0.610 2.840 0.801 3.012
C -5.410 1.236 -1.663 -1.171 -0.913 0.063
C -5.226 0.859 -3.247 1.040 1.920 -0.325
C -3.636 0.755 -3.732 -0.856 0.359 -0.690
Cl -6.226 -0.619 -3.808 1.028 1.279 0.627
C -4.921 -1.469 -0.644 -3.984 -1.559 -0.627
O -6.088 -2.076 -0.885 7.486 3.656 1.447
C -3.531 -2.329 -0.290 2.178 2.614 2.849
P -2.954 -3.898 -1.211 -0.716 0.201 0.676
P -0.842 -3.621 -1.853 5.784 -2.427 -1.087
O 0.007 -4.976 -1.685 -3.987 5.329 -0.658
O -0.733 -3.064 -3.533 -0.260 1.079 3.625
O 0.001 -2.416 -0.905 -2.584 -0.534 -1.994
C -2.640 -1.849 0.843 -3.515 0.064 -2.660
C -3.171 -0.440 1.572 0.238 0.706 3.828
O -3.086 -0.197 2.884 -0.313 -1.504 -8.173
H 5.565 -2.144 0.356 -2.083 0.531 -1.736
H 3.682 -2.456 0.093 2.118 0.984 -1.157
H 4.868 -2.269 -1.454 -0.546 0.416 2.197
H 5.158 0.318 -0.959 -1.601 -1.351 1.044
H 4.278 0.095 0.705 -0.008 -0.633 -2.206
H 2.027 -0.431 -0.457 1.357 0.922 -1.400
H 2.853 -0.480 -2.201 -0.214 1.256 2.106
H 3.485 2.008 -2.108 -1.426 -0.647 1.894
H 3.193 2.226 -0.258 -0.932 -1.359 -1.634
H 0.930 1.727 -2.559 0.453 1.067 2.078
H 1.398 3.431 -1.819 -0.268 -2.349 0.251
H 0.260 3.091 0.402 -0.205 -2.013 -1.787
H 0.473 1.176 0.243 -0.723 2.191 -0.954
H -1.156 2.322 -2.176 -0.353 -0.727 2.447
H -1.514 0.838 -1.072 -0.035 2.094 0.129
H -3.111 3.372 -1.310 1.029 -1.187 1.867
H -1.936 3.861 0.081 -1.200 -1.999 -1.050
H -2.833 2.375 1.798 -1.174 -0.741 -2.236
H -4.379 2.888 0.837 2.055 -1.522 -0.093
H -5.050 2.344 -1.526 -0.310 -2.405 -0.123
H -6.580 1.244 -1.441 2.445 -0.155 -0.445
H -5.666 1.784 -3.861 0.831 -2.237 1.501
H -3.200 -0.323 -3.592 -0.858 2.089 -0.149
H -3.650 1.043 -4.890 0.178 -0.867 2.540
H -3.005 1.594 -3.202 -1.353 -1.974 -0.911
H -3.657 -4.038 -2.486 0.590 0.830 0.798
H -0.639 -2.059 -3.491 -0.170 -1.817 -0.255
H -0.395 -1.502 -1.026 0.523 -1.350 0.213
H -1.659 -2.390 1.182 -2.183 1.121 -0.635
O 2.068 4.264 0.566 0.396 1.874 -1.090
C 2.480 5.243 -0.035 -0.478 -1.747 0.929
O 1.917 5.739 -1.175 -0.116 -0.551 0.737
C 2.718 6.816 -1.662 0.073 0.509 -0.654
C 3.496 7.304 -0.469 0.435 0.810 0.175
C 3.691 6.044 0.336 0.126 0.446 0.225
H 3.369 6.435 -2.456 -0.071 0.004 0.057
H 2.073 7.596 -2.076 -0.041 -0.327 0.001
H 4.432 7.799 -0.739 -0.179 -0.042 -0.033
H 2.890 8.015 0.104 0.106 -0.080 -0.126
H 4.588 5.499 0.029 -0.079 -0.075 0.148
H 3.713 6.252 1.408 0.102 -0.401 -0.147
O 5.913 -2.312 2.608 -0.596 1.267 1.515
C 5.277 -1.674 3.432 1.003 -1.189 -1.155
O 5.837 -0.870 4.382 0.154 -0.519 -0.791
C 4.811 -0.371 5.238 -0.102 0.440 0.661
C 3.540 -0.474 4.436 -0.818 0.430 0.080
C 3.786 -1.692 3.582 -0.409 0.299 -0.133
H 4.782 -0.986 6.144 0.030 0.035 -0.066
H 5.034 0.662 5.518 0.208 -0.251 -0.057
H 2.643 -0.550 5.058 0.165 0.064 -0.036
H 3.433 0.409 3.795 0.002 -0.113 0.133
H 3.489 -2.613 4.090 0.045 -0.030 -0.183
H 3.291 -1.608 2.611 0.184 -0.381 0.083
O -5.775 -9.413 1.924 0.554 1.860 -0.744
C -5.700 -8.233 1.626 0.026 -2.152 0.772
O -4.602 -7.650 1.061 -0.415 -0.689 0.219
C -4.822 -6.245 0.950 0.317 0.537 -0.235
C -6.318 -6.074 0.974 -0.566 0.712 -0.249
C -6.766 -7.207 1.863 -0.398 0.279 -0.274
H -4.333 -5.747 1.793 0.010 -0.024 -0.054
H -4.384 -5.876 0.018 0.083 -0.298 0.283
H -6.633 -5.089 1.328 0.112 -0.088 -0.114
H -6.724 -6.217 -0.035 0.082 0.076 0.147
H -6.760 -6.922 2.919 -0.075 -0.161 -0.038
H -7.748 -7.583 1.568 0.184 -0.138 0.371
O 11.253 -5.661 3.124 -1.624 1.093 0.203
C 10.170 -5.200 3.443 2.050 -0.519 -0.424
O 9.743 -3.943 3.122 0.707 -0.827 -0.064
C 8.483 -3.703 3.747 -0.613 0.710 -0.079
C 7.907 -5.068 4.020 -0.829 -0.273 0.144
C 9.139 -5.901 4.274 -0.504 -0.302 -0.039
H 8.652 -3.132 4.666 0.029 -0.032 -0.021
H 7.845 -3.118 3.078 0.409 -0.071 0.169
H 7.194 -5.077 4.848 0.059 0.076 -0.130
H 7.392 -5.439 3.125 0.033 0.113 0.148
H 9.443 -5.867 5.324 0.098 -0.119 -0.101
H 9.000 -6.933 3.944 0.362 0.102 0.230
O -4.050 3.603 -3.601 -0.860 1.598 -0.912
C -4.695 4.603 -3.872 1.201 -1.156 0.227
O -4.762 5.161 -5.116 0.293 -0.861 0.698
C -5.510 6.374 -5.046 -0.241 0.653 -0.469
C -6.355 6.249 -3.805 -0.800 0.432 0.269
C -5.484 5.421 -2.894 -0.484 0.059 0.141
H -4.810 7.214 -4.988 -0.029 -0.089 -0.019
H -6.122 6.483 -5.946 0.304 -0.140 0.046
H -6.640 7.214 -3.378 0.037 -0.116 -0.142
H -7.274 5.696 -4.036 0.134 0.131 0.017
H -4.797 6.042 -2.312 0.010 -0.180 0.057
H -6.081 4.783 -2.239 0.394 0.026 0.087
```
Positions in Å, forces in eV/Å.



Record 5
C6H10O | wB97M-V/def2-TZVPD

Its spin multiplicity is 1. The calculation puts the total energy at -309.7347 Ha. As for the orbital gap: 10.3 eV. The SMILES is O[C@@H]1C=CCCC1. As for the energy above the lowest of the compared OMol25 structures with the same formula, charge and spin: 2.9288 eV. The total charge is 0. For the LUMO energy, the calculation gives 0.9836 eV.

The geometry in XYZ format:
```
17
Properties=species:S:1:pos:R:3:forces:R:3
O 0.707 0.048 1.810 1.248 -0.108 -1.559
C -0.524 0.467 1.304 -0.505 0.461 -0.375
C -0.095 1.446 0.263 1.276 -0.801 -1.249
C 1.079 0.361 -0.739 -1.227 1.056 -0.608
C 0.480 -1.032 -1.059 -0.213 0.255 0.018
C -0.856 -1.297 -0.411 -0.112 0.008 0.140
C -1.322 -0.653 0.658 0.042 -0.131 -0.101
H 1.205 0.189 0.829 -0.561 -0.807 3.698
H -1.146 1.063 1.997 0.348 -0.589 0.382
H 0.485 2.273 0.694 -0.077 -0.323 -0.241
H -0.911 1.816 -0.383 0.663 -0.302 -0.132
H 2.202 0.278 -0.802 -0.983 0.640 1.175
H 0.867 1.083 -1.494 0.079 -0.015 -1.445
H 0.388 -1.139 -2.150 -0.064 0.030 0.200
H 1.153 -1.855 -0.756 -0.066 0.477 0.047
H -1.435 -2.109 -0.846 0.025 0.078 0.096
H -2.278 -0.943 1.088 0.127 0.071 -0.048
```
Positions in Å, forces in eV/Å.